# 1
Entry from the Open Molecules 2025 dataset: a cluster of 2 separate species, C5H8N2O in total (wB97M-V/def2-TZVPD).

Each line ends with the natural charge from an NBO analysis.
Element x y z (Å)
C1 0.1574 -1.1230 0.4970  -0.42
C2 -0.6968 -1.9650 -0.3976  -0.62
C3 1.2715 -0.5339 0.1059  0.45
C4 -1.1139 0.9797 0.4619  0.34
C5 -0.1072 1.5933 -0.4726  0.05
N1 2.3375 -0.0841 -0.2271  -0.61
N2 0.8902 2.3090 -0.1560  -0.62
O1 -2.1898 0.5562 0.0884  -0.55
H1 -0.0016 -1.2239 1.5627  0.25
H2 2.4469 0.9074 -0.4530  0.41
H3 0.9757 2.4703 0.8507  0.34
H4 -0.9189 1.2413 1.5227  0.12
H5 -0.2654 1.3916 -1.5293  0.18
H6 -0.2424 -2.0946 -1.3766  0.22
H7 -0.8732 -2.9420 0.0494  0.22
H8 -1.6700 -1.4822 -0.5264  0.24

Atomic forces in eV per Å
0.485 -0.602 0.101
-0.277 0.219 -0.176
0.176 -0.580 0.216
-0.859 1.215 -0.121
0.025 0.131 -0.149
0.538 -0.187 0.111
-0.245 0.226 -0.017
0.554 0.125 0.138
0.073 0.230 0.083
-0.335 0.033 -0.107
-0.187 -0.142 0.073
0.100 -0.414 0.069
-0.119 -0.105 -0.107
-0.003 -0.046 -0.050
0.106 -0.032 -0.011
-0.031 -0.072 -0.054

## Properties
orbital gap = 9.283 eV
SMILES string = [H]/N=C\C=O.CC=C=N
spin multiplicity = 1
ΔE to the lowest compared entry with this formula, charge and spin = 71.37 kcal/mol

# 2
Entry from the Open Molecules 2025 dataset: the molecule C5H8N2O (wB97M-V/def2-TZVPD).

Each line ends with the natural charge from an NBO analysis.
Element x y z (Å)
C1 -0.3560 2.3269 0.0026  -0.39
C2 -0.5714 -0.1404 -0.0864  0.02
C3 -0.1937 -1.3265 0.6411  -0.38
C4 -1.3643 -2.2656 0.8401  0.41
C5 2.1102 -0.1803 -1.0174  -0.22
H1 -1.4717 2.1856 -0.4521  0.20
H2 -0.3528 2.5693 1.0204  0.20
H3 0.1210 3.1211 -0.5606  0.22
H4 -1.7322 -0.1989 -0.4148  0.22
H5 0.9078 -1.3491 1.3628  0.26
H6 -2.4854 -1.8024 0.5614  0.07
H7 1.7489 -1.3322 -1.0310  0.18
H8 3.2209 -0.0834 -1.2730  0.19
N1 0.3051 0.9288 -0.2986  -0.24
N2 1.5055 0.8800 -0.6080  -0.21
O1 -1.3919 -3.3330 1.3133  -0.52

Atomic forces in eV per Å
-1.755 -2.680 -3.584
-0.363 -4.097 2.220
0.585 3.180 0.234
-1.678 3.449 -1.080
1.619 -2.115 0.150
2.580 0.579 1.423
-0.124 -0.025 1.566
0.308 -0.248 -0.191
2.936 0.904 0.447
-3.654 -0.295 -2.689
2.508 -0.409 0.052
0.335 3.036 0.047
-1.838 0.155 0.302
-7.550 2.382 1.868
5.453 -1.203 -1.921
0.637 -2.612 1.157

## Properties
orbital gap = 8.362 eV
SMILES string = C=NN(C)/C=C/C=O
spin multiplicity = 1
ΔE to the lowest compared entry with this formula, charge and spin = 130.89 kcal/mol

# 3
Entry from the Open Molecules 2025 dataset: the molecule C5H8N2O (wB97M-V/def2-TZVPD).

Each line ends with the natural charge from an NBO analysis.
Element x y z (Å)
C1 0.9247 -0.6334 0.1081  -0.15
C2 2.2092 0.1253 0.0962  -0.23
N1 2.0047 -0.9727 1.0005  -0.56
C3 -0.2885 0.0160 0.6581  0.24
C4 -1.2612 0.4581 -0.4039  0.27
C5 -2.1887 -0.3370 -0.9156  -0.53
O1 -1.0802 1.7644 -0.7448  -0.67
N2 -0.4363 0.1960 1.8936  -0.57
H1 -1.7427 2.0221 -1.4023  0.48
H2 2.4902 -1.8286 0.7527  0.36
H3 0.7232 -1.2600 -0.7642  0.21
H4 -1.2912 0.6812 2.1570  0.34
H5 2.2310 1.0935 0.5761  0.20
H6 2.8690 0.0241 -0.7623  0.19
H7 -2.2720 -1.3585 -0.5962  0.22
H8 -2.8913 0.0094 -1.6531  0.20

Atomic forces in eV per Å
0.151 -0.217 -0.544
0.244 0.260 -0.382
0.070 -0.450 0.649
-0.289 0.125 -0.247
-0.168 0.077 0.246
0.042 -0.031 0.033
-0.012 0.136 -0.054
0.148 -0.039 0.540
0.139 -0.097 0.120
-0.126 0.172 -0.207
0.150 0.102 0.189
-0.094 0.040 -0.346
-0.021 0.099 0.018
-0.111 -0.090 0.076
0.020 -0.206 0.119
-0.143 0.119 -0.212

## Properties
orbital gap = 10.001 eV
SMILES string = [H]/N=C(\C(=C)O)[C@H]1CN1
spin multiplicity = 1
ΔE to the lowest compared entry with this formula, charge and spin = 62.08 kcal/mol

# 4
Entry from the Open Molecules 2025 dataset: a structure of composition C5H8N2O (wB97M-V/def2-TZVPD).

Each line ends with the natural charge from an NBO analysis.
Element x y z (Å)
C1 0.4073 0.3883 0.3679  0.15
C2 1.2696 -0.6336 -0.2242  -0.39
C3 0.0192 -1.4976 -0.4438  -0.43
C4 -0.5537 -0.0554 -0.5411  -0.11
C5 0.1333 1.9463 0.3326  0.05
H1 -0.6448 -0.2867 1.9280  0.47
H2 1.7912 -0.4014 -1.3551  0.20
H3 2.2508 -1.2200 0.1220  0.23
H4 -0.1276 -2.3595 -1.1770  0.23
H5 -0.1757 -1.8108 0.6746  0.25
H6 -0.2104 0.3039 -1.6152  0.18
H7 -2.6375 0.5970 -0.3718  0.38
H8 0.9169 2.6765 0.4614  0.22
N1 -1.6097 0.6185 0.0543  -0.51
N2 -1.0525 2.0261 0.1050  -0.21
O1 0.2235 -0.2917 1.6824  -0.71

Atomic forces in eV per Å
4.025 0.948 3.593
7.712 -3.562 -4.976
-0.981 -1.300 2.205
-2.241 -1.487 -4.282
4.934 -3.559 1.014
-3.938 0.505 0.897
-1.842 0.118 2.823
-2.275 1.649 0.599
0.324 1.704 0.712
0.002 -0.318 -2.879
-1.130 -0.297 1.819
3.172 0.543 0.840
-0.515 0.559 0.016
-5.491 2.099 -1.152
-5.751 0.168 -0.456
3.995 2.229 -0.772

## Properties
orbital gap = 10.357 eV
spin multiplicity = 1
ΔE to the lowest compared entry with this formula, charge and spin = 156.42 kcal/mol